DFT (ωB97M-V/def2-TZVPD) results for a molecular structure, C33H30AuN4OP.

Element x y z (Å)
Au (-0.290365, -1.341035, -0.676995)
C (-4.899233, 0.354968, 3.898415)
C (-4.820493, -0.687430, 2.986007)
C (-3.665108, -0.870624, 2.247437)
C (-2.576316, -0.020127, 2.439823)
C (-2.655736, 1.030444, 3.355827)
C (-3.820881, 1.209147, 4.079957)
P (-1.049683, -0.369798, 1.512241)
C (-0.093883, 1.164546, 1.542999)
C (-0.744120, 2.358375, 1.223361)
C (-0.030762, 3.540474, 1.167702)
C (1.338298, 3.532005, 1.389079)
C (1.991975, 2.340282, 1.659869)
C (1.283331, 1.155141, 1.746452)
C (-0.169871, -1.612127, 2.502380)
C (-0.376070, -1.658373, 3.870144)
C (0.326702, -2.572229, 4.654504)
C (1.239252, -3.421682, 4.074139)
C (1.439100, -3.430101, 2.679885)
C (2.334300, -4.334967, 2.075298)
C (2.455766, -4.387210, 0.709042)
C (1.681200, -3.540428, -0.091696)
C (0.830855, -2.598802, 0.451495)
C (0.701976, -2.525685, 1.858065)
H (-5.801093, 0.500553, 4.473544)
H (-5.659678, -1.355560, 2.858541)
H (-3.596958, -1.672288, 1.523143)
H (-1.812286, 1.688325, 3.512104)
H (-3.883975, 2.013668, 4.797928)
H (-1.809597, 2.354125, 1.035567)
H (-0.540986, 4.470319, 0.962877)
H (1.893415, 4.456540, 1.347145)
H (3.058960, 2.335600, 1.822725)
H (1.794334, 0.232822, 1.985622)
H (-1.088015, -0.988266, 4.332791)
H (0.151706, -2.603166, 5.717523)
H (1.808995, -4.107502, 4.683234)
H (2.902602, -5.004015, 2.702244)
H (3.125469, -5.090002, 0.237167)
H (1.752695, -3.668847, -1.163731)
N (2.179052, -1.598793, -3.108956)
C (2.834909, -0.432540, -3.238575)
C (2.929791, 0.199847, -4.498523)
C (3.646115, 1.363815, -4.630877)
C (4.301924, 1.912965, -3.526938)
C (4.187817, 1.311793, -2.271647)
C (3.453530, 0.162266, -2.115383)
H (1.842347, -2.083460, -3.926959)
H (2.179814, -2.075378, -2.218984)
H (2.449478, -0.260498, -5.348566)
H (3.710561, 1.846141, -5.592932)
H (4.899453, 2.802855, -3.648840)
H (4.695147, 1.746210, -1.424515)
H (3.347266, -0.310199, -1.150435)
C (-0.308980, 3.160779, -3.048606)
N (-1.158637, 1.994547, -2.930535)
C (-2.417210, 1.978174, -3.414075)
C (-3.221428, 0.891589, -3.286216)
C (-2.692297, -0.241324, -2.610620)
N (-1.465104, -0.183377, -2.097477)
C (-0.676522, 0.912016, -2.223524)
O (0.440808, 0.908041, -1.719516)
N (-3.389805, -1.363629, -2.460947)
H (-0.620603, 3.758365, -3.902279)
H (0.722051, 2.832276, -3.175078)
H (-0.361351, 3.759710, -2.136556)
H (-2.749196, 2.878837, -3.907483)
H (-4.223151, 0.883000, -3.677449)
H (-4.297167, -1.474035, -2.881851)
H (-2.964434, -2.157065, -2.009513)

Force components x, y, z for each atom (eV/Å):
-0.69 -0.77 0.30
0.06 -0.02 -0.02
-0.06 -0.03 0.03
0.12 0.08 -0.01
0.04 -0.05 -0.60
0.07 -0.12 -0.10
-0.05 0.02 0.09
0.56 -0.29 0.70
-0.13 -0.11 -0.26
0.05 -0.18 -0.04
-0.01 0.07 -0.02
0.01 0.01 -0.08
0.09 0.03 0.04
-0.16 -0.04 0.00
-0.38 0.25 0.39
-0.05 0.20 -0.73
0.49 -0.46 0.04
-0.34 0.35 0.30
-0.13 0.25 -0.28
0.12 -0.13 -0.54
0.09 -0.22 0.67
-0.36 0.64 -0.08
0.06 0.06 -0.32
0.18 -0.18 0.45
-0.07 0.01 0.04
-0.04 -0.03 -0.05
-0.03 -0.09 0.01
-0.01 0.01 0.03
-0.01 0.05 0.04
-0.08 0.07 0.02
-0.04 0.07 -0.02
0.07 0.08 0.01
0.10 0.02 0.07
0.02 -0.09 0.02
0.02 0.01 0.04
0.03 -0.01 0.14
0.01 -0.11 0.07
0.09 -0.08 0.07
0.06 -0.10 0.04
-0.03 -0.06 -0.15
0.77 0.98 -0.25
-0.54 -0.93 0.11
0.16 0.49 -0.60
-0.45 -0.55 -0.32
0.03 0.08 0.10
-0.13 -0.43 0.37
0.39 0.48 0.50
-0.12 -0.07 0.03
-0.12 -0.10 0.16
-0.05 0.01 -0.15
0.06 0.01 -0.11
0.04 0.10 0.01
-0.01 0.02 0.09
0.00 -0.03 0.13
0.41 0.47 0.12
-0.01 -0.20 0.10
-0.54 -0.42 -0.04
0.13 0.21 -0.07
0.01 0.13 0.01
-0.06 -0.29 0.18
0.26 0.28 -0.16
0.36 0.60 -0.32
-0.02 -0.03 -0.02
-0.02 -0.05 0.03
-0.11 0.06 -0.05
0.02 -0.02 -0.08
-0.02 0.05 -0.07
-0.09 0.06 -0.08
0.03 0.02 0.05
-0.03 -0.03 0.02

E_LUMO (spin up / spin down)	-4.846 / -8.598	eV
2S+1	3
gap between HOMO and LUMO (spin up / spin down)	7.67 / 4.13	eV
charge	+2
highest occupied orbital energy (spin up / spin down)	-12.5 / -12.7	eV
F_max	1.3	eV/Å

DFT (ωB97M-V/def2-TZVPD) results for a molecular structure, C30H35Cl2FeN6O2Si.

Element x y z (Å)
Fe (0.057579, -0.110826, 0.105442)
Cl (-4.558869, 4.842486, -0.909938)
C (-3.198791, 3.955916, -0.269144)
C (-2.831295, 2.775991, -0.904511)
C (-1.757041, 2.034938, -0.431348)
N (-1.324836, 0.800966, -0.946107)
C (-1.629578, 0.442437, -2.175670)
O (-2.252254, 1.024092, -3.079903)
C (-1.067038, -0.923022, -2.497960)
C (-1.578668, -1.652459, -3.562874)
C (-1.033053, -2.888576, -3.835670)
C (0.031242, -3.339210, -3.070945)
C (0.479222, -2.537292, -2.037522)
N (-0.076012, -1.358796, -1.739420)
C (-1.040422, 2.484511, 0.675312)
C (-1.408712, 3.668445, 1.303276)
C (-2.490241, 4.401012, 0.830492)
Cl (-2.911544, 5.878607, 1.662367)
N (-0.034170, 1.603417, 1.093853)
C (0.854494, 1.951129, 1.994303)
O (1.063591, 3.013877, 2.602367)
C (1.778115, 0.788461, 2.325272)
C (2.519385, 0.818882, 3.500284)
C (3.349233, -0.245443, 3.791426)
C (3.430487, -1.301325, 2.897676)
C (2.647370, -1.249471, 1.757328)
N (1.833435, -0.225941, 1.474035)
H (-3.372721, 2.439896, -1.774107)
H (-2.383692, -1.215351, -4.135540)
H (-1.425568, -3.494638, -4.644019)
H (0.511188, -4.290077, -3.260024)
H (1.318650, -2.839379, -1.430958)
H (-0.850872, 4.018894, 2.156581)
H (2.411508, 1.686313, 4.134950)
H (3.928319, -0.251643, 4.707275)
H (4.066217, -2.158375, 3.073937)
H (2.667657, -2.061089, 1.042766)
N (3.022795, 0.504926, -1.085096)
C (3.778323, 0.685534, -2.187674)
C (2.937231, 1.164141, -3.162868)
C (1.679118, 1.247643, -2.531963)
N (1.740017, 0.847912, -1.272151)
H (3.301984, 0.216485, -0.163661)
H (4.832347, 0.460072, -2.190392)
H (3.191313, 1.423880, -4.177539)
H (0.730644, 1.580530, -2.933886)
C (-2.634956, -2.315389, 0.106685)
Si (-1.316295, -1.688831, 1.335945)
C (-0.529394, -3.392887, 1.915777)
C (0.428064, -3.847459, 0.814196)
C (0.260970, -3.289826, 3.224260)
C (-1.549660, -4.527389, 2.076879)
C (-2.411664, -0.966807, 2.768028)
C (-3.603662, -1.847408, 3.162987)
C (-1.606422, -0.649263, 4.035076)
C (-2.985689, 0.357699, 2.257970)
H (-3.430051, -2.914882, 0.564548)
H (-2.174367, -2.928386, -0.681429)
H (-3.101631, -1.455052, -0.390779)
H (1.169101, -3.087755, 0.560229)
H (-0.113091, -4.084935, -0.103741)
H (0.966220, -4.759572, 1.126530)
H (0.936544, -2.433421, 3.253930)
H (0.867796, -4.199657, 3.372721)
H (-0.399229, -3.203114, 4.087872)
H (-2.111503, -4.708721, 1.157155)
H (-2.271425, -4.327500, 2.869047)
H (-1.033709, -5.466634, 2.339003)
H (-3.304547, -2.833604, 3.522898)
H (-4.296161, -1.994195, 2.330996)
H (-4.172633, -1.367020, 3.975165)
H (-1.342506, -1.541975, 4.603870)
H (-2.197775, -0.004227, 4.703218)
H (-0.677812, -0.110540, 3.806896)
H (-3.502067, 0.251969, 1.296669)
H (-2.208900, 1.099489, 2.129500)
H (-3.712234, 0.753909, 2.984747)

Force components x, y, z for each atom (eV/Å):
1.04 0.37 -0.52
0.08 0.00 0.09
-0.08 -0.07 -0.14
-0.06 0.08 -0.08
-0.19 -0.29 -0.51
-0.39 0.45 0.19
-0.12 -0.55 -0.66
-0.08 0.09 0.20
-0.35 0.32 -0.24
0.08 0.06 -0.03
-0.17 -0.08 -0.22
0.17 0.06 0.14
0.05 0.19 -0.30
0.49 -0.62 1.04
0.38 0.05 0.40
0.06 0.14 0.03
0.09 0.05 0.12
-0.01 -0.12 -0.12
-0.45 0.15 0.12
0.74 -0.14 0.66
-0.23 -0.01 -0.11
-0.13 0.59 0.24
0.06 -0.03 -0.09
0.06 0.14 0.23
-0.06 -0.04 -0.27
0.26 0.11 0.07
-0.50 -1.05 -0.37
-0.01 0.01 0.02
-0.01 -0.02 0.00
0.02 0.00 0.01
-0.02 0.00 -0.01
0.01 0.00 0.00
0.00 -0.01 0.00
0.02 0.00 0.02
0.00 -0.02 -0.02
-0.01 0.01 0.03
0.03 0.04 0.00
-0.05 0.08 0.02
-0.05 -0.03 0.08
-0.06 0.05 0.00
-0.24 0.13 -0.03
0.04 -0.03 -0.18
0.02 -0.05 0.00
-0.04 0.03 0.01
-0.04 -0.02 0.07
0.10 -0.06 0.00
-0.19 -0.06 -0.25
-0.02 0.45 -0.31
0.01 -0.12 0.12
0.10 -0.19 0.02
0.04 -0.11 0.06
0.01 -0.11 0.07
-0.13 -0.08 0.22
-0.05 0.01 0.16
0.03 0.17 0.04
-0.26 -0.05 -0.01
0.07 0.05 -0.07
-0.07 0.07 0.07
0.03 -0.13 0.04
-0.13 -0.07 0.11
-0.03 -0.02 0.04
-0.05 0.09 -0.04
-0.03 0.02 -0.03
-0.04 0.09 -0.01
-0.01 -0.05 -0.04
0.05 0.03 0.03
0.04 -0.02 -0.02
-0.02 0.08 -0.03
0.00 0.06 0.03
0.04 0.01 0.01
0.05 -0.01 -0.07
-0.03 0.02 -0.03
0.04 -0.04 -0.05
-0.08 -0.04 -0.02
0.04 -0.02 0.08
0.07 0.06 0.05
0.05 -0.02 -0.06

relative energy (zero: lowest compared OMol25 entry of this formula, charge and spin)	0.0	kcal per mole
E_LUMO (spin up / spin down)	2.284 / 2.284	eV
2S+1	1
gap between HOMO and LUMO (spin up / spin down)	6.36 / 6.24	eV
charge	-1
highest occupied orbital energy (spin up / spin down)	-4.1 / -4.0	eV
F_max	1.3	eV/Å

DFT (ωB97M-V/def2-TZVPD) results for 2 unconnected molecules or ions with the total composition C2HBr3O2.

Element x y z (Å)
O (-1.763485, -0.025625, -1.950276)
C (-1.301523, 0.250257, -0.902769)
Br (-0.217663, 1.720527, -0.551860)
C (-1.376875, -0.751118, 0.333102)
O (-1.195354, -0.547544, 1.475232)
Br (-1.777960, -2.545724, -0.351140)
Br (3.306156, 0.475298, 0.627538)
H (4.326701, 1.423932, 1.320170)

Force components x, y, z for each atom (eV/Å):
-0.20 0.29 0.03
0.02 -1.22 0.39
0.31 0.77 0.21
-0.18 -0.59 -0.41
-0.02 0.41 -0.47
0.04 0.34 0.24
1.72 1.58 1.16
-1.70 -1.59 -1.15

relative energy (zero: lowest compared OMol25 entry of this formula, charge and spin)	5.5	kcal per mole
E_LUMO	-1.133	eV
2S+1	1
gap between HOMO and LUMO	9.51	eV
highest occupied orbital energy	-10.6	eV
SMILES	O=C(Br)C(=O)Br.Br
F_max	2.6	eV/Å